Entry 1:
{
  "formula": "C4H10NS2",
  "method": "ωB97M-V/def2-TZVPD",
  "elements": ["C", "C", "C", "C", "N", "S", "S", "H", "H", "H", "H", "H", "H", "H", "H", "H", "H"],
  "xyz": [[-0.78390, 0.45004, 2.04906], [1.31330, -0.55594, 0.43232], [-0.81316, -0.29924, -1.69162], [0.35422, 0.61783, 0.38610], [-0.61185, 0.75581, -0.66148], [-2.31080, 0.13311, 1.65487], [-0.13206, 0.39494, 3.61371], [0.85127, -1.45984, 0.85766], [1.93797, -0.71748, -0.51371], [2.06497, -0.39226, 1.26372], [-0.71203, -1.17376, -1.12646], [-1.85006, -0.17512, -2.15217], [-0.00501, -0.34533, -2.43635], [0.65121, 1.62168, 0.60742], [-0.89600, 1.68467, -0.93095], [-1.91171, 0.20817, 0.23630], [-1.16777, -0.34945, 4.14492]],
  "lowdin_charge": [-1.011, -0.067, -0.056, -0.251, -0.149, 0.913, 0.856, 0.090, 0.125, 0.102, 0.056, 0.127, 0.099, 0.118, 0.144, -0.034, -0.062],
  "total_charge": 1,
  "e_above_lowest_kcal_mol": 44.8,
  "e_tot_ev": -27461.58554,
  "e_homo_ev": -13.908,
  "lumo_energy_ha": -0.17738
}

=====

Entry 2:
{
  "formula": "C4H10O",
  "method": "ωB97M-V/def2-TZVPD",
  "elements": ["C", "O", "C", "C", "C", "H", "H", "H", "H", "H", "H", "H", "H", "H", "H"],
  "xyz": [[0.21666, 1.88404, -0.73619], [-0.58694, 0.98328, -0.01456], [-0.22704, -0.38128, -0.14551], [1.15061, -0.68754, 0.43509], [-1.32163, -1.17094, 0.55242], [-0.43054, 2.65745, -1.16241], [0.74445, 1.38690, -1.56171], [0.96202, 2.37061, -0.09181], [-0.21843, -0.63940, -1.21957], [1.17485, -0.45481, 1.50514], [1.93650, -0.10865, -0.06164], [1.38774, -1.74941, 0.30608], [-1.17098, -2.24771, 0.42278], [-2.30034, -0.89798, 0.14753], [-1.31692, -0.94456, 1.62436]],
  "lowdin_charge": [-0.119, -0.175, -0.487, -0.056, -0.053, 0.086, 0.088, 0.088, 0.140, 0.087, 0.071, 0.083, 0.081, 0.081, 0.085],
  "total_charge": 0,
  "e_above_lowest_kcal_mol": 13.5,
  "e_tot_ev": -6357.21678,
  "smiles": "COC(C)C",
  "e_homo_ev": -9.683,
  "lumo_energy_ha": 0.04279
}

=====

Entry 3:
{
  "formula": "C4H10O",
  "method": "ωB97M-V/def2-TZVPD",
  "elements": ["C", "C", "C", "C", "O", "H", "H", "H", "H", "H", "H", "H", "H", "H", "H"],
  "xyz": [[0.08451, -1.55234, 0.14639], [-0.16024, -0.04232, 0.16730], [-1.40241, 0.33645, -0.64476], [1.08062, 0.76715, -0.25304], [1.24627, 1.93558, 0.52955], [-0.76518, -2.08139, 0.59097], [0.97962, -1.82104, 0.72061], [0.21593, -1.93504, -0.87364], [-0.34795, 0.24419, 1.21180], [-1.32542, -0.02308, -1.68027], [-2.30308, -0.10981, -0.20792], [-1.54010, 1.42320, -0.67393], [0.98761, 1.11613, -1.28796], [1.98582, 0.14099, -0.20863], [1.34379, 1.65580, 1.44838]],
  "lowdin_charge": [-0.089, -0.423, -0.083, -0.256, -0.070, 0.076, 0.075, 0.082, 0.129, 0.081, 0.076, 0.081, 0.122, 0.115, 0.085],
  "total_charge": 0,
  "e_above_lowest_kcal_mol": 8.2,
  "e_tot_ev": -6357.44631,
  "smiles": "CC(C)CO",
  "e_homo_ev": -10.191,
  "lumo_energy_ha": 0.03880
}

=====

Entry 4:
{
  "formula": "C4H10O",
  "method": "ωB97M-V/def2-TZVPD",
  "elements": ["C", "C", "O", "C", "C", "H", "H", "H", "H", "H", "H", "H", "H", "H", "H"],
  "xyz": [[-0.00466, 2.04859, -0.06551], [-0.50171, 0.77129, -0.73792], [0.50645, -0.14406, -1.12025], [0.84718, -1.30379, -0.25869], [-0.16970, -1.61020, 0.84310], [-0.86548, 2.56003, 0.38718], [0.50101, 2.75371, -0.73310], [0.68844, 1.78219, 0.74042], [-1.17577, 0.31143, -0.01262], [-1.17111, 0.97596, -1.58560], [1.84484, -1.11508, 0.16468], [0.93316, -2.13708, -0.96832], [0.21089, -1.53539, 1.86691], [-0.73536, -2.53774, 0.71531], [-0.90816, -0.81986, 0.76438]],
  "lowdin_charge": [-0.072, -0.308, -0.162, -0.200, -0.079, 0.076, 0.071, 0.076, 0.070, 0.122, 0.108, 0.110, 0.080, 0.079, 0.031],
  "total_charge": 0,
  "e_above_lowest_kcal_mol": 32.2,
  "e_tot_ev": -6356.40464,
  "smiles": "CCOCC",
  "e_homo_ev": -9.548,
  "lumo_energy_ha": 0.04149
}

=====

Entry 5:
{
  "formula": "C4H10O",
  "method": "ωB97M-V/def2-TZVPD",
  "elements": ["C", "C", "C", "C", "O", "H", "H", "H", "H", "H", "H", "H", "H", "H", "H"],
  "xyz": [[0.90766, -0.12834, 1.94201], [-0.20034, -0.37166, 0.91807], [0.11337, 0.29956, -0.41918], [-0.94242, 0.08714, -1.49843], [-0.55403, 0.63569, -2.74358], [1.86907, -0.49672, 1.56466], [1.02410, 0.94166, 2.15036], [0.70652, -0.63458, 2.89164], [-0.32987, -1.45287, 0.76843], [-1.15730, 0.00090, 1.30881], [1.07260, -0.09439, -0.78972], [0.25914, 1.37803, -0.27426], [-1.17878, -0.98635, -1.59084], [-1.87407, 0.59789, -1.23300], [0.28434, 0.22404, -2.99498]],
  "lowdin_charge": [-0.124, -0.278, -0.221, -0.292, -0.074, 0.072, 0.073, 0.068, 0.108, 0.110, 0.115, 0.120, 0.118, 0.121, 0.084],
  "total_charge": 0,
  "e_above_lowest_kcal_mol": 7.0,
  "e_tot_ev": -6357.49884,
  "smiles": "CCCCO",
  "e_homo_ev": -10.240,
  "lumo_energy_ha": 0.03902
}

=====

Entry 6:
{
  "formula": "C4H10O",
  "method": "ωB97M-V/def2-TZVPD",
  "elements": ["C", "C", "C", "C", "O", "H", "H", "H", "H", "H", "H", "H", "H", "H", "H"],
  "xyz": [[0.78200, 0.61927, 1.18971], [0.98756, 0.05856, -0.19348], [-0.11504, 0.51118, -1.09801], [-1.35754, -0.35191, -0.73692], [-0.34332, -2.26245, 1.15079], [0.76287, 1.65245, 1.41013], [1.56765, 0.18870, 1.85719], [-0.13746, 0.16451, 1.53048], [2.02767, 0.33349, -0.61930], [0.58523, -0.99106, 0.17432], [-0.31436, 1.54162, -0.91068], [-1.71771, 0.01164, 0.24363], [-2.11272, -0.57929, -1.49178], [-0.91317, -1.30633, -0.39699], [0.29833, 0.40961, -2.10909]],
  "lowdin_charge": [-0.145, -0.263, -0.248, -0.072, -0.090, 0.062, 0.096, 0.043, 0.147, 0.073, 0.102, 0.083, 0.083, 0.020, 0.108],
  "total_charge": 0,
  "e_above_lowest_kcal_mol": 185.6,
  "e_tot_ev": -6349.75361,
  "e_homo_ev": -11.052,
  "lumo_energy_ha": -0.13474
}

=====

Entry 7:
{
  "formula": "C4H10O",
  "method": "ωB97M-V/def2-TZVPD",
  "elements": ["C", "C", "C", "O", "H", "H", "H", "H", "H", "H", "C", "H", "H", "H", "H"],
  "xyz": [[2.48459, 0.20877, 0.04466], [1.36366, 0.22988, -0.95086], [0.17806, 0.78955, -0.72978], [-0.10808, 1.43460, 0.44156], [2.10635, 0.37467, 1.05672], [3.22443, 0.99133, -0.16602], [3.01415, -0.74988, 0.02618], [1.52105, -0.21882, -1.92635], [-0.61410, 0.77822, -1.47710], [-1.05952, 1.57241, 0.50434], [-2.41621, -1.08051, 0.63464], [-1.32615, -1.06315, 0.60666], [-2.79757, -1.52592, -0.28494], [-2.75334, -1.67489, 1.48450], [-2.81732, -0.06626, 0.73579]],
  "lowdin_charge": [-0.103, -0.164, -0.248, -0.016, 0.070, 0.076, 0.069, 0.094, 0.115, 0.084, -0.043, 0.008, 0.022, 0.020, 0.016],
  "total_charge": 0,
  "e_above_lowest_kcal_mol": 22.5,
  "e_tot_ev": -6356.82779,
  "smiles": "C/C=C\\O.C",
  "e_homo_ev": -8.654,
  "lumo_energy_ha": 0.03026
}

=====

Entry 8:
{
  "formula": "C4H10O",
  "method": "ωB97M-V/def2-TZVPD",
  "elements": ["C", "C", "H", "H", "H", "H", "C", "C", "O", "H", "H", "H", "H", "H", "H"],
  "xyz": [[-0.76861, 1.58887, 3.17268], [-0.61080, 0.40583, 2.61436], [0.04462, 2.27740, 3.33084], [-1.69649, 1.94684, 3.60120], [0.32237, 0.08388, 2.18250], [-1.43844, -0.28748, 2.53791], [0.52609, -0.22181, -2.71914], [0.67846, -1.22858, -1.61055], [0.31507, -0.69196, -0.34163], [-0.46729, 0.24034, -2.69597], [1.27529, 0.56329, -2.66513], [0.61157, -0.68788, -3.70359], [1.69305, -1.58947, -1.45292], [0.07506, -2.11400, -1.82633], [-0.55996, -0.28525, -0.42423]],
  "lowdin_charge": [-0.082, -0.086, 0.040, 0.042, 0.038, 0.049, -0.093, -0.325, -0.101, 0.076, 0.073, 0.074, 0.113, 0.105, 0.079],
  "total_charge": 0,
  "e_above_lowest_kcal_mol": 33.1,
  "e_tot_ev": -6356.36592,
  "smiles": "C=C.CCO",
  "e_homo_ev": -10.059,
  "lumo_energy_ha": 0.03838
}